(one)
{
  "formula": "C4H2ClO2",
  "method": "the ωB97M-V functional and the def2-TZVPD basis",
  "symbols": ["O", "C", "C", "C", "O", "C", "Cl", "H", "H"],
  "xyz": [[0.7255, -2.6869, -0.5310], [0.3049, -1.6197, -0.8344], [-0.1377, -0.4383, -1.0237], [0.2716, 0.7553, -0.0607], [1.0449, 1.5936, -0.5458], [-0.3725, 0.6790, 1.1248], [-0.1796, 1.9269, 2.3354], [-0.6422, -0.0868, -1.9007], [-1.0149, -0.1229, 1.4362]],
  "homo_energy_ev": -2.979,
  "total_charge": -1,
  "e_lumo_ev": 3.85,
  "orbital_gap_ev": 6.83,
  "smiles": "O=C=C/C([O-])=C/Cl"
}



(two)
{
  "formula": "C4H2ClO2",
  "method": "the ωB97M-V functional and the def2-TZVPD basis",
  "symbols": ["C", "C", "C", "C", "O", "O", "Cl", "H", "H"],
  "xyz": [[-1.6190, 0.9323, 0.7288], [-2.9985, 0.9178, 0.8743], [-2.0698, 1.5066, 1.8737], [0.1650, 0.4908, -0.3405], [-4.1594, 0.6125, 0.6665], [-1.8041, 2.0725, 2.9321], [-0.1212, 0.5816, -2.0763], [0.5844, -0.3959, 0.0338], [0.6761, 1.2814, 0.1530]],
  "homo_energy_ev": -3.141,
  "total_charge": -1,
  "e_lumo_ev": 3.51,
  "orbital_gap_ev": 6.65
}



Which is most stable? The ranking, best first, is (one), (two).



(one)
{
  "formula": "C8H13N2O",
  "method": "the ωB97M-V functional and the def2-TZVPD basis",
  "symbols": ["C", "C", "C", "C", "N", "C", "C", "O", "C", "N", "C", "H", "H", "H", "H", "H", "H", "H", "H", "H", "H", "H", "H", "H"],
  "xyz": [[-4.9000, 0.7530, -0.6380], [-3.7152, 0.1551, -0.5678], [-2.8398, 0.1473, 0.4757], [-1.5651, -0.1575, 0.5990], [-0.3563, -0.4202, 0.5150], [0.3005, -1.7228, 0.5981], [1.3786, -1.9969, -0.5084], [2.4250, -1.0622, -0.6215], [2.2733, 0.1730, -0.2305], [3.3291, 0.9453, -0.1849], [3.1182, 2.2330, 0.4794], [-5.4935, 0.5444, -1.5301], [-5.3026, 1.1381, 0.2902], [-3.3413, -0.3022, -1.4570], [-3.3368, 0.5950, 1.3943], [-0.3433, -2.6598, 0.5404], [0.8787, -1.8449, 1.4631], [1.9507, -2.8916, -0.5058], [0.7521, -2.0266, -1.4960], [1.3624, 0.2521, 0.4099], [4.1256, 0.6712, -0.7202], [2.7749, 2.8893, -0.4032], [2.3836, 2.1012, 1.2475], [4.1413, 2.4866, 0.8506]],
  "homo_energy_ev": -11.271,
  "total_charge": 1,
  "e_lumo_ev": -3.92,
  "orbital_gap_ev": 7.35,
  "smiles": "C=CC=C=NCCO/C=[NH+]/C"
}



(two)
{
  "formula": "C8H13N2O",
  "method": "the ωB97M-V functional and the def2-TZVPD basis",
  "symbols": ["C", "N", "C", "C", "C", "C", "N", "C", "C", "O", "C", "H", "H", "H", "H", "H", "H", "H", "H", "H", "H", "H", "H", "H"],
  "xyz": [[0.1545, -2.1712, -1.3876], [0.5868, -1.1010, -0.4864], [2.0198, -0.8448, -0.5125], [2.5061, 0.2808, 0.3976], [1.7640, 1.2187, 0.9178], [0.2945, 1.2299, 0.6433], [-0.5260, 1.8185, 1.3371], [-1.9258, 1.7738, 1.2854], [-2.5472, 0.7096, 0.2924], [-1.5912, -0.2889, -0.1103], [-0.2780, 0.1511, -0.5985], [0.1834, -1.8984, -2.4327], [0.5859, -3.0770, -1.1244], [-0.8575, -2.3877, -1.2872], [0.3814, -1.3103, 0.4731], [2.3366, -0.7178, -1.6093], [2.6104, -1.6897, -0.1410], [3.6530, 0.3513, 0.4909], [2.1432, 1.7196, 1.7623], [-2.3779, 2.7739, 1.0949], [-2.3042, 1.5753, 2.2664], [-3.3256, 0.2244, 0.9121], [-2.9911, 1.2189, -0.6146], [-0.4951, 0.4410, -1.5687]],
  "homo_energy_ev": -12.782,
  "total_charge": 1,
  "e_lumo_ev": -3.13,
  "orbital_gap_ev": 9.66,
  "smiles": "C[N@H+]1CC=CC2=NCCO[C@@H]21"
}



Which is most stable? The ranking, best first, is (two), (one).



(one)
{
  "formula": "C9H11NO2",
  "method": "the ωB97M-V functional and the def2-TZVPD basis",
  "symbols": ["N", "C", "C", "C", "C", "C", "C", "C", "C", "C", "O", "O", "H", "H", "H", "H", "H", "H", "H", "H", "H", "H", "H"],
  "xyz": [[-1.5696, -1.1191, -1.5148], [-0.2044, -0.7693, -1.8557], [0.1059, 0.6636, -1.3562], [0.0164, 0.7880, 0.1481], [1.1169, 0.4655, 0.9704], [1.0359, 0.5451, 2.3449], [-0.1469, 0.9638, 2.9447], [-1.2525, 1.2884, 2.1475], [-1.1611, 1.2014, 0.7665], [0.8252, -1.7762, -1.3318], [0.5540, -2.7158, -0.6414], [2.1188, -1.5516, -1.7142], [-1.6192, -1.2336, -0.5059], [-1.7891, -2.0701, -1.8444], [-0.1427, -0.7584, -2.9377], [1.0879, 0.9713, -1.7159], [-0.6003, 1.3266, -1.8280], [2.0403, 0.1346, 0.4952], [1.8454, 0.2774, 2.9238], [-0.2181, 1.0463, 4.0351], [-2.1881, 1.6262, 2.6001], [-2.0269, 1.4751, 0.1533], [2.1723, -0.7790, -2.2834]],
  "homo_energy_ev": -9.293,
  "e_lumo_ev": 0.53,
  "orbital_gap_ev": 9.82,
  "smiles": "N[C@@H](Cc1ccccc1)C(=O)O"
}



(two)
{
  "formula": "C9H11NO2",
  "method": "the ωB97M-V functional and the def2-TZVPD basis",
  "symbols": ["C", "C", "C", "C", "C", "C", "C", "C", "C", "H", "H", "H", "H", "H", "H", "H", "H", "H", "H", "H", "N", "O", "O"],
  "xyz": [[-1.6134, 0.8483, -1.9043], [-0.3855, -0.0746, -2.4060], [0.1915, -0.2871, -1.0224], [1.2988, -1.3172, -0.8287], [1.6419, -1.3912, 0.4475], [1.3309, -0.6643, 1.4940], [0.3966, 0.3352, 1.1967], [-0.3067, 0.4780, 0.0482], [-1.1633, 1.6592, -0.4640], [-2.4509, -0.4362, -0.4927], [-2.7326, -1.1122, -2.2970], [-1.9366, 1.6483, -2.5415], [-1.0519, -0.9921, -2.8691], [0.4612, 0.2837, -3.0440], [1.2866, -1.9358, -1.7816], [1.9712, -2.3839, 0.9068], [2.8561, -1.0231, 2.9521], [0.3457, 0.9610, 3.0329], [-2.0323, 2.2798, 0.1336], [-0.5239, 2.5289, -0.8936], [-2.6574, -0.1339, -1.6706], [1.5233, -0.9470, 2.8631], [0.2347, 1.3971, 2.0395]],
  "homo_energy_ev": -8.139,
  "e_lumo_ev": -0.25,
  "orbital_gap_ev": 7.89
}



Which is most stable? The ranking, best first, is (one), (two).



(one)
{
  "formula": "C4H4OTl",
  "method": "the ωB97M-V functional and the def2-TZVPD basis",
  "symbols": ["O", "C", "C", "C", "C", "H", "H", "H", "Tl", "H"],
  "xyz": [[1.9950, -0.1455, 0.5644], [0.8332, 0.2601, 1.0401], [-0.1835, 0.8579, 0.3494], [-1.0826, 0.0787, -0.4877], [-2.2957, 0.0518, -0.8498], [0.4688, -0.3784, 1.8649], [0.1084, 1.8138, -0.1048], [-3.2316, -0.3538, -0.4723], [2.7419, -1.2451, -0.6478], [0.6461, -0.9397, -1.2563]],
  "homo_energy_ev": [-13.664, -13.602],
  "total_charge": 1,
  "e_lumo_ev": [-6.76, -6.49],
  "orbital_gap_ev": [6.90, 7.11]
}



(two)
{
  "formula": "C4H4OTl",
  "method": "the ωB97M-V functional and the def2-TZVPD basis",
  "symbols": ["C", "C", "C", "C", "O", "Tl", "H", "H", "H", "H"],
  "xyz": [[0.8080, 0.4409, 0.5879], [1.5293, 1.5125, 0.7459], [-0.0993, -0.5236, 0.5286], [-1.2561, -0.3580, -0.3278], [-1.5075, -1.0739, -1.2926], [-1.2795, -2.9177, -2.8465], [2.2942, 1.7707, 0.0090], [1.4221, 2.1348, 1.6380], [-1.9235, 0.4937, -0.0972], [0.0123, -1.4794, 1.0548]],
  "homo_energy_ev": -13.648,
  "total_charge": 1,
  "e_lumo_ev": -4.62,
  "orbital_gap_ev": 9.03
}



Which is most stable? The ranking, best first, is (two), (one).



(one)
{
  "formula": "C25H30N2O2",
  "method": "the ωB97M-V functional and the def2-TZVPD basis",
  "symbols": ["O", "C", "C", "C", "C", "C", "O", "C", "C", "C", "N", "C", "C", "C", "C", "C", "C", "C", "C", "C", "C", "C", "C", "C", "N", "C", "C", "C", "C", "H", "H", "H", "H", "H", "H", "H", "H", "H", "H", "H", "H", "H", "H", "H", "H", "H", "H", "H", "H", "H", "H", "H", "H", "H", "H", "H", "H", "H", "H"],
  "xyz": [[-4.9943, -2.6966, 1.0252], [-5.1426, -1.6610, 0.3966], [-3.9996, -0.7508, 0.0983], [-3.7418, -0.2642, -1.1807], [-2.6328, 0.5167, -1.4190], [-1.7476, 0.8389, -0.3862], [-0.7062, 1.6325, -0.7435], [0.3385, 1.9095, 0.1788], [1.2674, 0.7065, 0.3612], [2.4684, 1.1051, 1.2297], [3.2128, 2.2371, 0.7148], [4.0531, 1.9133, -0.4294], [5.1061, 0.9291, -0.0312], [5.3646, -0.1924, -0.6994], [6.3710, -1.1945, -0.3776], [7.2695, -1.0612, 0.6823], [8.2004, -2.0465, 0.9470], [8.2581, -3.1870, 0.1621], [7.3750, -3.3339, -0.8942], [6.4441, -2.3486, -1.1605], [2.3416, 3.3750, 0.5132], [1.1349, 3.0831, -0.3901], [-1.9987, 0.3456, 0.8912], [-3.1076, -0.4482, 1.1186], [-6.3548, -1.2946, -0.0765], [-6.7521, 0.0067, -0.5723], [-8.1809, 0.1629, -0.0539], [-8.7181, -1.2632, -0.1614], [-7.5160, -2.1161, 0.2381], [-4.3967, -0.5215, -1.9994], [-2.4195, 0.8932, -2.4072], [-0.0846, 2.2072, 1.1501], [1.6070, 0.3774, -0.6227], [0.7362, -0.1263, 0.8236], [3.1522, 0.2596, 1.3274], [2.1131, 1.3769, 2.2297], [4.5421, 2.8450, -0.7373], [3.4901, 1.5273, -1.2940], [5.6471, 1.1964, 0.8643], [4.7781, -0.4135, -1.5846], [7.2424, -0.1786, 1.3025], [8.8883, -1.9257, 1.7716], [8.9873, -3.9553, 0.3725], [7.4126, -4.2196, -1.5119], [5.7573, -2.4709, -1.9866], [2.9286, 4.1963, 0.0962], [1.9800, 3.6841, 1.5001], [1.4658, 2.8267, -1.3974], [0.4959, 3.9639, -0.4600], [-1.3391, 0.5650, 1.7160], [-3.2903, -0.8466, 2.1054], [-6.0755, 0.7855, -0.2171], [-6.7505, 0.0138, -1.6698], [-8.7578, 0.8804, -0.6335], [-8.1657, 0.4817, 0.9890], [-9.5772, -1.4399, 0.4819], [-9.0062, -1.4743, -1.1919], [-7.4635, -3.0623, -0.3064], [-7.5097, -2.3489, 1.3083]],
  "homo_energy_ev": -8.433,
  "e_lumo_ev": 0.79,
  "orbital_gap_ev": 9.22,
  "smiles": "O=C(c1ccc(OC2CCN(C/C=C/c3ccccc3)CC2)cc1)N1CCCC1"
}



(two)
{
  "formula": "C25H30N2O2",
  "method": "the ωB97M-V functional and the def2-TZVPD basis",
  "symbols": ["C", "C", "O", "C", "O", "C", "N", "C", "C", "C", "C", "C", "C", "C", "C", "C", "C", "N", "C", "C", "C", "C", "C", "C", "C", "C", "C", "C", "C", "H", "H", "H", "H", "H", "H", "H", "H", "H", "H", "H", "H", "H", "H", "H", "H", "H", "H", "H", "H", "H", "H", "H", "H", "H", "H", "H", "H", "H", "H"],
  "xyz": [[3.3595, -0.3210, 2.7758], [2.6294, -1.3835, 2.0079], [1.5927, -0.7081, 1.2651], [0.9610, -1.5892, 0.4687], [1.3113, -2.7548, 0.4221], [-0.2252, -0.9845, -0.3066], [-0.5604, -2.0543, -1.2243], [-1.4214, -2.4050, -2.0772], [-1.6773, -3.8178, -2.4614], [-2.3231, -4.1201, -3.6779], [-2.6494, -5.4401, -3.9972], [-2.3211, -6.4780, -3.1124], [-1.6180, -6.1953, -1.9329], [-1.2659, -4.8724, -1.6268], [0.0743, 0.3841, -0.8554], [0.0957, 1.4154, 0.2587], [1.2188, 1.9702, 0.7820], [1.2326, 2.7969, 1.8647], [2.5231, 3.2565, 2.3741], [2.4236, 4.5369, 3.2083], [1.2999, 4.4950, 4.2386], [-0.0127, 4.0501, 3.6086], [0.1331, 2.7506, 2.8180], [-0.9460, 0.7282, -1.9430], [-0.6929, 0.2852, -3.2453], [-1.6750, 0.3887, -4.2312], [-2.9056, 0.9812, -3.9165], [-3.1174, 1.5315, -2.6475], [-2.1383, 1.3925, -1.6522], [4.1585, -0.7789, 3.3682], [3.8186, 0.4123, 2.0994], [2.6855, 0.2077, 3.4633], [3.2811, -1.8999, 1.2927], [2.1556, -2.1182, 2.6749], [-1.0479, -0.8952, 0.4333], [-2.0365, -1.7034, -2.6820], [-2.5516, -3.2981, -4.3632], [-3.1633, -5.6583, -4.9370], [-2.6134, -7.5000, -3.3497], [-1.3527, -7.0019, -1.2471], [-0.6805, -4.6341, -0.7366], [1.0700, 0.3566, -1.3398], [-0.8753, 1.7207, 0.6536], [2.2028, 1.7933, 0.3218], [3.1996, 3.4201, 1.5217], [2.9735, 2.4581, 2.9949], [2.2711, 5.3866, 2.5323], [3.3871, 4.6974, 3.7028], [1.5712, 3.8143, 5.0542], [1.1719, 5.4895, 4.6748], [-0.7792, 3.8956, 4.3740], [-0.3780, 4.8315, 2.9310], [-0.8033, 2.5477, 2.2917], [0.2960, 1.9104, 3.5219], [0.2652, -0.1900, -3.4620], [-1.4735, 0.0021, -5.2346], [-3.6937, 1.0281, -4.6711], [-4.0411, 2.0704, -2.4152], [-2.3229, 1.7966, -0.6526]],
  "homo_energy_ev": -7.301,
  "e_lumo_ev": 0.68,
  "orbital_gap_ev": 7.98,
  "smiles": "CCOC(=O)[C@H](/N=C/c1ccccc1)[C@H](/C=C/N1CCCCC1)c1ccccc1"
}



Which is most stable? The ranking, best first, is (one), (two).